No. 1
An isolated ion of composition C4H8NS and charge +1 in a non-equilibrium geometry. Source: the OMol25 dataset; level of theory: ωB97M-V with the def2-TZVPD basis set.

Geometry as XYZ:
```
14
Properties=species:S:1:pos:R:3:forces:R:3
C 0.757 -1.498 -0.221 -0.14 0.22 0.19
C -0.748 0.062 0.730 -1.45 0.18 0.68
C -1.837 0.468 -0.249 -0.40 -0.41 0.12
C 1.379 0.801 -0.244 0.90 0.92 -0.32
N 0.495 -0.285 0.087 0.45 -1.28 -0.45
S -3.352 -0.030 -0.088 0.43 0.15 -0.05
H 1.671 -1.766 -0.724 0.23 0.19 -0.10
H -0.577 0.902 1.408 0.18 -0.06 -0.01
H -1.119 -0.782 1.319 0.19 0.14 -0.10
H -1.552 1.135 -1.054 0.12 0.18 -0.13
H 0.063 -2.288 0.028 -0.18 0.06 0.10
H 1.587 1.401 0.643 -0.10 -0.15 0.01
H 0.911 1.448 -0.986 -0.10 -0.05 0.03
H 2.321 0.433 -0.649 -0.13 -0.08 0.02
```
Positions in Å, forces in eV/Å.

Properties
- Total charge: +1
- Relative energy (zero: lowest compared OMol25 entry of this formula, charge and spin): 73.8 kJ/mol
- DFT total energy: -609.84183 hartree

***

No. 2
An isolated ion of composition C4H8NS and charge +1 in a non-equilibrium geometry. Source: the OMol25 dataset; level of theory: ωB97M-V with the def2-TZVPD basis set.

Geometry as XYZ:
```
14
Properties=species:S:1:pos:R:3:forces:R:3
C -0.748 0.971 0.516 -1.35 -1.92 0.53
C -1.349 -1.285 -0.328 -1.02 -1.32 -0.56
C 0.146 -1.038 -0.556 -3.32 1.66 1.75
C 1.703 0.760 -0.014 -0.39 -0.37 -0.41
N 0.347 0.111 -0.026 1.33 1.24 0.23
S -2.474 0.284 0.139 3.90 -1.41 -1.08
H -0.635 1.963 0.267 0.30 2.08 -1.90
H -0.618 1.121 1.567 0.25 -1.01 1.12
H -1.786 -1.975 -1.079 0.01 0.69 0.51
H -1.343 -1.781 0.634 -0.15 -0.65 0.17
H 0.916 -1.764 -0.878 -0.47 0.76 0.00
H 1.850 0.656 -1.100 1.28 0.61 0.53
H 2.419 0.118 0.604 -0.93 1.36 -0.80
H 1.572 1.859 0.252 0.56 -1.71 -0.08
```
Positions in Å, forces in eV/Å.

Properties
- Total charge: +1
- Relative energy (zero: lowest compared OMol25 entry of this formula, charge and spin): 129.5 kJ/mol
- DFT total energy: -609.82062 hartree

***

No. 3
A 2-piece molecular cluster, C4H8NS overall in a non-equilibrium geometry. Source: the OMol25 dataset; level of theory: ωB97M-V with the def2-TZVPD basis set.

Geometry as XYZ:
```
14
Properties=species:S:1:pos:R:3:forces:R:3
C 1.630 -1.774 -1.064 1.42 4.09 -1.66
C 1.905 -0.638 -1.418 -1.05 -0.52 -0.63
C -1.197 1.363 -0.395 -1.33 -1.05 -0.83
C -0.414 0.757 0.467 -1.03 -1.63 -1.43
N -0.337 -0.720 0.517 -1.90 0.50 -5.14
S -1.552 3.027 -0.603 -1.07 -0.24 -1.41
H 1.762 -2.696 -0.690 0.08 -2.99 1.00
H -0.759 3.445 0.313 1.14 0.69 1.31
H 1.874 0.355 -1.889 0.32 -0.88 0.59
H -1.826 0.683 -1.024 0.50 0.86 0.27
H 0.179 1.194 1.162 1.73 1.33 1.95
H 0.549 -1.011 -0.140 -0.76 0.09 1.95
H -1.134 -1.152 -0.146 1.77 1.16 2.29
H -0.488 -0.953 1.453 0.17 -1.41 1.75
```
Positions in Å, forces in eV/Å.

Properties
- Total charge: +1
- Relative energy (zero: lowest compared OMol25 entry of this formula, charge and spin): 302.6 kJ/mol
- DFT total energy: -609.75468 hartree

***

No. 4
A 2-piece molecular cluster, C4H8NS overall in a non-equilibrium geometry. Source: the OMol25 dataset; level of theory: ωB97M-V with the def2-TZVPD basis set.

Geometry as XYZ:
```
14
Properties=species:S:1:pos:R:3:forces:R:3
C -2.699 0.447 -0.745 1.20 0.22 -0.23
C -1.527 0.595 -1.001 -1.20 -0.02 0.43
C 0.331 1.263 1.207 0.10 -0.10 0.11
C -0.185 0.615 -1.339 1.19 -0.16 0.15
N 1.448 -1.874 0.100 0.23 0.03 0.56
S 1.098 0.664 -0.313 -1.25 0.80 -0.82
H -3.721 0.317 -0.525 -0.57 -0.03 0.11
H -0.600 0.741 1.396 -0.04 -0.13 0.01
H 0.136 2.328 1.077 0.05 -0.07 -0.08
H 1.028 1.127 2.028 0.08 -0.10 -0.04
H 0.044 0.399 -2.377 0.24 0.06 -0.03
H 1.465 -2.074 1.095 0.00 -0.21 -0.07
H 2.381 -2.037 -0.259 -0.03 -0.16 -0.05
H 0.800 -2.510 -0.344 -0.02 -0.13 -0.06
```
Positions in Å, forces in eV/Å.

Properties
- Total charge: +1
- Relative energy (zero: lowest compared OMol25 entry of this formula, charge and spin): 206.5 kJ/mol
- DFT total energy: -609.79129 hartree

***

No. 5
An isolated ion of composition C4H8NS2 and charge +1 in a non-equilibrium geometry. Source: the OMol25 dataset; level of theory: ωB97M-V with the def2-TZVPD basis set.

Geometry as XYZ:
```
15
Properties=species:S:1:pos:R:3:forces:R:3
C 0.612 0.073 1.435 2.76 -2.84 -4.07
C 1.971 -0.435 1.496 -2.91 1.41 -0.07
C -0.282 -0.031 0.257 -0.62 1.80 1.46
C -2.344 0.787 -1.065 -0.51 3.20 1.24
N -1.347 0.770 0.080 0.83 -1.77 -0.72
S 2.933 -1.445 0.592 0.71 -0.68 -1.37
S 2.015 -2.092 -1.180 -0.13 -0.06 0.06
H 0.397 0.787 2.109 -0.90 2.21 2.45
H 2.705 -0.143 2.293 -1.34 0.03 -0.14
H -0.118 -0.702 -0.548 0.27 -0.73 -0.36
H -2.141 1.764 -1.701 -0.59 -2.11 1.34
H -2.187 -0.063 -1.610 0.66 -2.02 -1.68
H -3.455 0.711 -0.737 2.12 0.53 -0.04
H -1.468 1.473 0.757 -0.33 0.97 1.00
H 2.707 -1.455 -2.179 0.00 0.07 0.91
```
Positions in Å, forces in eV/Å.

Properties
- Total charge: +1
- Relative energy (zero: lowest compared OMol25 entry of this formula, charge and spin): 110.8 kJ/mol
- DFT total energy: -1008.02954 hartree

***

No. 6
A 2-piece molecular cluster, C4H8O overall in a non-equilibrium geometry. Source: the OMol25 dataset; level of theory: ωB97M-V with the def2-TZVPD basis set.

Geometry as XYZ:
```
13
Properties=species:S:1:pos:R:3:forces:R:3
C -0.395 2.722 2.346 -0.02 0.10 -0.24
C -0.763 1.757 1.727 0.54 -0.78 -0.32
C 0.000 0.000 0.000 1.21 0.76 -0.09
C -1.059 0.499 0.972 -1.21 -0.31 0.40
H -0.046 3.619 2.829 -0.27 -0.47 -0.14
H 0.511 0.908 -0.362 0.16 -0.59 -0.21
H -0.356 -0.574 -0.872 -0.19 0.32 0.57
H 0.728 -0.616 0.554 -0.11 0.31 -0.39
H -2.006 0.637 0.416 0.29 -0.01 0.44
H -1.204 -0.340 1.680 -0.39 0.67 -0.04
O -0.973 1.467 -3.203 0.91 0.68 0.40
H -0.938 2.006 -2.380 0.01 -0.54 -0.89
H -0.103 1.620 -3.637 -0.93 -0.14 0.50
```
Positions in Å, forces in eV/Å.

Properties
- Total charge: 0
- Relative energy (zero: lowest compared OMol25 entry of this formula, charge and spin): 205.4 kJ/mol
- DFT total energy: -232.36742 hartree

***

Please write out number 1 again, unchanged.
An isolated ion of composition C4H8NS and charge +1 in a non-equilibrium geometry. Source: the OMol25 dataset; level of theory: ωB97M-V with the def2-TZVPD basis set.

Geometry as XYZ:
```
14
Properties=species:S:1:pos:R:3:forces:R:3
C 0.757 -1.498 -0.221 -0.14 0.22 0.19
C -0.748 0.062 0.730 -1.45 0.18 0.68
C -1.837 0.468 -0.249 -0.40 -0.41 0.12
C 1.379 0.801 -0.244 0.90 0.92 -0.32
N 0.495 -0.285 0.087 0.45 -1.28 -0.45
S -3.352 -0.030 -0.088 0.43 0.15 -0.05
H 1.671 -1.766 -0.724 0.23 0.19 -0.10
H -0.577 0.902 1.408 0.18 -0.06 -0.01
H -1.119 -0.782 1.319 0.19 0.14 -0.10
H -1.552 1.135 -1.054 0.12 0.18 -0.13
H 0.063 -2.288 0.028 -0.18 0.06 0.10
H 1.587 1.401 0.643 -0.10 -0.15 0.01
H 0.911 1.448 -0.986 -0.10 -0.05 0.03
H 2.321 0.433 -0.649 -0.13 -0.08 0.02
```
Positions in Å, forces in eV/Å.

Properties
- Total charge: +1
- Relative energy (zero: lowest compared OMol25 entry of this formula, charge and spin): 73.8 kJ/mol
- DFT total energy: -609.84183 hartree